C23H16BCl68FInO3 as an isolated structure, computed with ωB97M-V with the def2-TZVPD basis set.

```
113
Properties=species:S:1:pos:R:3:lowdin_charge:R:1
C -1.2102 -1.9159 3.2398 -0.1535
C -0.3034 -1.7168 2.0224 -0.4230
F -1.1589 -1.6927 0.8717 -0.1755
In 1.0151 0.0964 2.0229 0.6079
C 2.9174 -0.3766 3.1098 -0.3172
C 3.6013 -1.5854 2.4321 -0.3160
C 4.8782 -2.1139 3.1164 -0.1924
C 4.5996 -2.9854 4.3538 -0.2830
O 5.4998 -4.0924 4.4890 -0.0835
B 1.6497 0.4596 -0.1894 -0.6652
O 1.0721 -0.2877 -1.2330 -0.0199
O 2.6254 1.4035 -0.5849 0.0307
H -1.4365 -2.9783 3.4450 0.0662
H -2.1715 -1.4154 3.0554 0.0396
H -0.7559 -1.4969 4.1442 0.0038
H 0.3186 -2.6167 1.8966 0.0622
H 0.1983 1.5548 2.6594 -0.0836
H 2.7319 -0.5828 4.1785 -0.0327
H 3.5826 0.5049 3.0659 0.0134
H 3.8615 -1.2920 1.3994 0.0885
H 2.8811 -2.4156 2.3413 0.0908
H 5.4562 -2.7313 2.4024 0.1064
H 5.5260 -1.2733 3.3905 0.0931
H 3.5596 -3.3508 4.3194 0.0951
H 4.7296 -2.4118 5.2784 0.0755
H 5.5665 -4.5095 3.6329 0.0631
H 1.6506 -1.0194 -1.4502 0.0702
H 3.4927 1.1144 -0.3179 0.0517
C -2.6157 0.3126 -2.5515 -2.0097
Cl -2.9198 1.4618 -3.8761 0.4818
Cl -1.5897 -0.9780 -3.1706 0.5220
Cl -1.8456 1.1310 -1.2137 0.6044
Cl -4.1661 -0.3735 -2.0254 0.4855
C 0.8704 -1.0794 7.3631 -2.0157
Cl -0.3507 -2.0558 8.1936 0.5252
Cl 0.1016 0.0630 6.2671 0.5334
Cl 1.8129 -0.1667 8.5493 0.4896
Cl 1.9408 -2.1414 6.4452 0.5711
C -5.2010 -1.2962 5.5375 -2.0372
Cl -6.1662 0.1579 5.2714 0.4971
Cl -3.5831 -0.8237 6.0517 0.5065
Cl -5.9612 -2.3053 6.7784 0.5201
Cl -5.0903 -2.2097 4.0309 0.5370
C 5.8487 0.5771 7.3487 -2.0245
Cl 4.5757 0.4925 6.1293 0.5162
Cl 5.3117 -0.2019 8.8457 0.5206
Cl 7.2935 -0.2213 6.7288 0.5050
Cl 6.2191 2.2759 7.6897 0.5091
C -6.0224 0.3774 -6.1865 -2.0474
Cl -7.0664 0.1153 -7.5935 0.4895
Cl -6.9253 0.0318 -4.7113 0.5260
Cl -4.6281 -0.6995 -6.2910 0.5093
Cl -5.4850 2.0598 -6.1647 0.5128
C -3.6250 4.0239 5.0177 -2.0181
Cl -4.5421 4.1935 3.5192 0.5212
Cl -2.1014 4.8963 4.8761 0.4877
Cl -4.5674 4.7142 6.3600 0.5081
Cl -3.3339 2.3210 5.3611 0.4961
C 0.7898 -1.0091 -6.6333 -2.0404
Cl -0.8947 -0.5421 -6.8962 0.5067
Cl 1.8020 0.4366 -6.6218 0.5138
Cl 0.9396 -1.8403 -5.0884 0.5233
Cl 1.3090 -2.0881 -7.9399 0.5042
C -5.9248 1.1817 1.1764 -2.0404
Cl -7.1166 1.7079 2.3748 0.4911
Cl -6.3939 -0.4056 0.5501 0.5027
Cl -5.8866 2.3491 -0.1532 0.5168
Cl -4.3329 1.0849 1.9161 0.5222
C 1.2962 3.9026 7.3262 -2.0146
Cl 1.5572 5.6619 7.3953 0.4783
Cl 0.8400 3.4017 5.7094 0.4871
Cl 2.7974 3.0842 7.7630 0.4953
Cl 0.0127 3.4715 8.4663 0.5268
C 7.3364 2.8709 2.7706 -2.0485
Cl 7.5371 4.5554 3.2739 0.5175
Cl 6.5880 2.8207 1.1728 0.5313
Cl 8.9263 2.0893 2.7051 0.5045
Cl 6.3173 2.0243 3.9276 0.5114
C -7.7740 -2.4816 -10.7133 -2.0588
Cl -8.8122 -1.0956 -10.3619 0.5105
Cl -6.0881 -1.9592 -10.7501 0.5184
Cl -7.9813 -3.7050 -9.4565 0.5267
Cl -8.2113 -3.1699 -12.2796 0.5024
C -1.3113 9.1169 7.1057 -2.0502
Cl -1.8021 9.5874 8.7405 0.5157
Cl -2.0556 7.5816 6.6753 0.5023
Cl -1.8126 10.3687 5.9633 0.5226
Cl 0.4459 8.9397 7.0474 0.5027
C -5.0690 -5.8369 -14.3289 -2.0548
Cl -5.5429 -5.3256 -12.7111 0.5093
Cl -5.8430 -7.3778 -14.7136 0.5009
Cl -5.5890 -4.6165 -15.5013 0.5159
Cl -3.3143 -6.0180 -14.4110 0.5276
C 5.0357 1.1540 -8.8588 -2.0656
Cl 6.5571 1.4225 -9.7231 0.5126
Cl 5.3782 0.7027 -7.1897 0.5205
Cl 4.0792 2.6399 -8.8809 0.5165
Cl 4.1314 -0.1377 -9.6513 0.5081
C 11.6395 -0.4860 5.9866 -2.0589
Cl 11.5844 1.2278 6.4110 0.5213
Cl 12.9897 -0.7766 4.8825 0.5171
Cl 11.8607 -1.4490 7.4516 0.5208
Cl 10.1286 -0.9421 5.2025 0.5051
C 1.4523 6.1422 2.4755 -2.0461
Cl 1.4552 4.4417 2.0445 0.5446
Cl 2.8285 6.9789 1.7330 0.5128
Cl -0.0532 6.8925 1.9147 0.5091
Cl 1.5437 6.2946 4.2320 0.4652
C -9.3986 -9.7878 -16.1396 -2.0633
Cl -10.3467 -10.1974 -17.5730 0.5196
Cl -10.3531 -10.1097 -14.6897 0.5236
Cl -7.9284 -10.7698 -16.1060 0.5155
Cl -8.9555 -8.0809 -16.1883 0.5060
```

Summary:
largest force on an atom = 0.0161 hartree/bohr
energy = -32719.46298 Ha
gap between HOMO and LUMO = 5.52 eV
charge = -1
HOMO energy = -4.6 eV